{
  "formula": "C48H33N3O8PtS2",
  "method": "ωB97M-V/def2-TZVPD",
  "elements": ["Pt", "C", "C", "C", "C", "C", "C", "C", "S", "O", "C", "C", "C", "C", "C", "C", "C", "C", "C", "C", "C", "C", "C", "C", "C", "C", "C", "C", "C", "C", "S", "O", "C", "C", "C", "C", "C", "C", "C", "H", "H", "H", "H", "H", "H", "H", "H", "H", "H", "H", "H", "H", "H", "H", "H", "H", "H", "H", "H", "H", "H", "H", "H", "H", "H", "N", "C", "C", "C", "C", "C", "C", "C", "H", "H", "H", "H", "O", "C", "O", "C", "C", "C", "C", "C", "C", "N", "O", "O", "N", "O", "O", "H", "H", "H"],
  "positions_angstrom": [[-0.786, -1.766, -0.846], [-1.857, -3.737, 6.838], [-1.806, -3.134, 5.446], [-1.004, -3.693, 4.431], [-0.824, -3.069, 3.204], [-1.536, -1.907, 2.945], [-2.367, -1.348, 3.903], [-2.551, -1.976, 5.138], [-1.254, -0.866, 1.475], [-2.312, 0.216, 1.554], [0.349, -0.133, 1.872], [1.321, -1.030, 2.270], [2.101, -0.815, 3.387], [1.878, 0.362, 4.132], [2.576, 0.609, 5.338], [2.394, 1.769, 6.032], [1.468, 2.737, 5.582], [0.741, 2.506, 4.442], [1.018, 1.384, 3.596], [0.466, 1.226, 2.274], [0.118, 2.357, 1.465], [0.738, 3.640, 1.633], [2.098, 3.810, 1.937], [2.694, 5.074, 2.064], [1.891, 6.235, 1.848], [0.572, 6.098, 1.513], [-0.022, 4.829, 1.295], [-1.342, 4.650, 0.807], [-1.753, 3.414, 0.407], [-0.903, 2.307, 0.512], [-1.114, 1.098, -0.701], [-2.564, 1.144, -1.091], [-0.288, 1.512, -2.257], [-0.645, 0.856, -3.458], [0.027, 1.167, -4.628], [1.106, 2.101, -4.638], [1.916, 2.365, -5.885], [1.405, 2.735, -3.391], [0.725, 2.445, -2.207], [-2.771, -3.396, 7.337], [-1.005, -3.437, 7.443], [-1.848, -4.823, 6.814], [-0.476, -4.648, 4.584], [-0.166, -3.556, 2.450], [-2.911, -0.418, 3.620], [-3.349, -1.614, 5.823], [1.397, -1.984, 1.713], [2.813, -1.553, 3.760], [3.219, -0.174, 5.753], [3.054, 1.994, 6.872], [1.359, 3.695, 6.130], [-0.062, 3.229, 4.141], [2.780, 2.940, 2.126], [3.755, 5.190, 2.305], [2.361, 7.212, 2.008], [-0.072, 6.948, 1.355], [-2.048, 5.463, 0.677], [-2.680, 3.278, -0.126], [-1.538, 0.223, -3.455], [-0.347, 0.773, -5.578], [1.336, 2.866, -6.684], [2.133, 1.387, -6.344], [2.886, 2.815, -5.692], [2.226, 3.428, -3.383], [0.868, 3.071, -1.313], [6.480, -2.643, -1.277], [5.316, -2.530, -1.450], [3.938, -2.254, -1.485], [3.488, -1.068, -0.917], [2.146, -0.874, -0.678], [1.189, -1.844, -1.076], [1.652, -3.018, -1.718], [3.003, -3.169, -2.001], [4.150, -0.255, -0.729], [1.878, -0.029, -0.038], [0.922, -3.771, -2.045], [3.401, -4.047, -2.524], [-4.616, -3.132, -1.762], [-3.519, -2.683, -1.966], [-2.757, -2.300, -0.917], [-3.009, -2.643, -3.357], [-1.722, -2.738, -3.724], [-1.514, -2.771, -5.125], [-2.515, -2.709, -6.143], [-3.813, -2.632, -5.635], [-4.119, -2.649, -4.267], [-4.911, -2.499, -6.570], [-5.993, -2.633, -6.045], [-4.699, -2.247, -7.733], [-0.220, -2.881, -5.646], [0.659, -3.242, -4.834], [-0.105, -2.563, -6.832], [-0.876, -2.840, -2.999], [-2.290, -2.817, -7.193], [-5.128, -2.598, -3.887]],
  "forces_ev_per_angstrom": [[-0.53, 0.36, 0.14], [-0.56, 0.17, -0.47], [-0.05, 0.18, -0.01], [0.41, -0.15, 0.09], [0.21, -0.87, -0.62], [0.73, 0.72, 0.08], [-0.98, 0.82, -0.13], [-0.19, -0.29, -0.13], [-2.10, 0.55, 0.18], [1.97, -1.52, -0.22], [-0.32, 0.06, 0.44], [0.25, -1.54, -0.30], [0.13, 0.37, -0.14], [0.00, 0.71, -0.07], [-0.25, -0.81, 0.17], [0.54, 0.93, 0.06], [0.19, 0.21, 0.53], [-0.63, 0.49, -1.37], [0.63, 0.43, 1.16], [-0.09, 0.32, 0.37], [0.68, -0.85, 0.56], [-0.04, 1.60, -0.30], [1.58, -0.21, 0.96], [-1.28, 0.05, -0.58], [1.10, -0.49, 0.71], [-0.61, -0.26, -0.47], [0.67, -0.64, 0.72], [0.18, 0.67, 0.71], [0.11, -1.02, -0.99], [-0.36, 1.65, 0.01], [-3.30, -2.28, -2.78], [1.52, -0.28, 0.54], [0.66, 0.37, 0.41], [-0.53, 0.30, 0.97], [0.34, 0.81, -0.14], [-0.32, -0.05, 1.64], [-0.54, -1.02, -0.49], [0.03, -0.81, -1.30], [-0.05, 0.67, -0.45], [0.23, -0.17, 0.03], [0.11, 0.20, -0.06], [-0.08, -0.09, -0.10], [-0.31, 0.56, 0.16], [-0.63, 0.48, 0.57], [0.37, -0.88, 0.47], [0.97, -0.14, -0.42], [-0.25, 0.47, 0.66], [-0.17, 0.12, -0.27], [-0.09, 0.33, -0.32], [-0.49, -0.15, -0.06], [-0.13, -0.89, -0.30], [0.99, -0.72, 0.24], [-0.99, 0.71, -0.25], [-0.45, -0.20, -0.13], [-0.41, -0.33, -0.20], [0.10, 0.30, -0.05], [0.32, 0.23, 0.05], [-0.12, -0.02, -0.16], [0.39, 0.05, -0.10], [0.28, -0.11, 0.34], [0.35, 0.22, 0.64], [0.04, 0.15, 0.17], [-0.23, 0.40, 0.02], [0.11, 0.36, 0.07], [0.30, -0.49, -0.38], [-3.42, 0.18, -0.61], [4.17, -0.17, 0.41], [-0.80, -0.36, -0.57], [-1.20, 0.96, 0.19], [0.78, 0.09, 0.27], [-1.15, 0.08, 0.80], [0.84, -0.23, -1.14], [-0.29, -1.18, 0.29], [0.68, 0.15, 0.51], [-0.12, -0.05, -0.82], [0.54, 0.27, 0.03], [-0.40, 0.29, 0.27], [0.10, 0.30, 0.17], [-0.06, -0.72, 1.76], [0.93, 0.34, -0.46], [-3.22, 0.01, 0.18], [1.39, -0.17, -1.63], [-2.10, 0.08, -0.69], [0.00, -0.29, 2.95], [0.80, 0.04, 0.74], [2.23, 0.51, -0.99], [-0.95, -0.05, 0.16], [-0.70, 0.01, -0.49], [0.32, -0.09, 0.06], [2.14, 0.10, -0.29], [-0.55, 0.57, -1.80], [1.33, -0.72, 1.66], [-0.76, 0.14, -0.97], [-0.05, 0.25, 0.08], [0.09, -0.08, -0.14]],
  "lowdin_charge": [1.114, -0.027, -0.224, -0.015, -0.081, -0.332, -0.050, 0.001, 0.921, -0.427, -0.298, -0.097, 0.067, -0.136, 0.002, -0.032, -0.021, 0.003, -0.080, -0.055, -0.081, -0.121, -0.010, -0.004, -0.027, 0.006, -0.124, 0.068, 0.001, -0.300, 0.954, -0.391, -0.341, -0.058, -0.005, -0.210, -0.034, -0.007, -0.075, 0.087, 0.090, 0.087, 0.133, 0.127, 0.127, 0.139, 0.125, 0.147, 0.136, 0.129, 0.138, 0.150, 0.144, 0.124, 0.128, 0.128, 0.147, 0.137, 0.110, 0.131, 0.104, 0.091, 0.083, 0.112, 0.115, 0.233, -0.118, -0.187, 0.006, -0.092, -0.319, -0.077, 0.028, 0.129, 0.089, 0.108, 0.147, 0.151, -0.528, -0.241, -0.124, 0.032, -0.126, 0.142, -0.092, 0.137, -0.357, 0.109, 0.123, -0.328, 0.054, 0.097, 0.078, 0.141, 0.140],
  "total_energy_ev": -96048.0961,
  "multiplicity": 5,
  "total_charge": 2
}